No. 1
The following is a DFT calculation (wB97M-V/def2-TZVPD) of 10 unconnected molecules or ions with the total composition C26H74N2O19 at a distorted geometry.

Last column: Löwdin charge in e.
Atoms and positions in Å:
C (13.547, -5.189, 13.456)  -0.072
O (12.558, -4.683, 14.341)  -0.139
C (11.127, -4.526, 13.870)  -0.024
C (10.953, -3.442, 12.711)  -0.142
N (11.326, -2.170, 13.161)  0.140
C (10.736, -1.164, 12.318)  -0.116
C (11.341, 0.252, 12.690)  -0.177
O (12.744, 0.121, 12.743)  -0.219
C (13.387, 1.416, 12.610)  -0.045
H (13.450, -6.274, 13.488)  0.107
H (14.531, -4.968, 13.869)  0.101
H (13.546, -4.788, 12.442)  0.060
H (10.527, -4.233, 14.732)  0.136
H (10.832, -5.436, 13.347)  0.133
H (9.873, -3.543, 12.604)  0.114
H (11.549, -3.717, 11.841)  0.137
H (12.296, -1.936, 13.011)  0.141
H (9.651, -1.068, 12.353)  0.140
H (10.877, -1.443, 11.274)  0.143
H (10.964, 0.722, 13.598)  0.133
H (11.024, 0.993, 11.956)  0.128
H (13.435, 1.647, 11.546)  0.105
H (14.436, 1.415, 12.908)  0.085
H (12.961, 2.220, 13.209)  0.103
C (15.450, 0.478, -2.450)  -0.089
O (14.973, -0.015, -1.182)  -0.215
C (14.597, -1.373, -1.119)  -0.205
C (13.782, -1.513, 0.190)  -0.184
N (14.538, -1.560, 1.449)  -0.054
C (15.225, -2.800, 1.700)  -0.206
C (15.690, -2.786, 3.238)  -0.238
O (14.638, -2.445, 4.075)  -0.209
C (14.923, -2.362, 5.540)  -0.051
H (16.471, 0.200, -2.712)  0.080
H (15.418, 1.563, -2.544)  0.083
H (14.777, 0.075, -3.207)  0.077
H (15.565, -1.836, -0.928)  0.114
H (14.150, -1.713, -2.053)  0.118
H (13.192, -2.430, 0.209)  0.110
H (13.020, -0.737, 0.263)  0.113
H (15.208, -0.804, 1.438)  0.110
H (16.047, -3.236, 1.132)  0.114
H (14.498, -3.613, 1.730)  0.089
H (16.276, -1.868, 3.210)  0.104
H (16.328, -3.610, 3.559)  0.116
H (14.081, -1.991, 6.125)  0.072
H (15.809, -1.773, 5.774)  0.082
H (15.054, -3.378, 5.913)  0.064
O (13.249, -9.843, 8.820)  -0.046
H (13.499, -10.505, 8.175)  0.036
H (13.600, -9.024, 8.471)  -0.015
C (14.321, -6.225, 3.049)  -0.270
C (13.964, -7.742, 3.039)  -0.195
O (13.666, -8.068, 1.658)  -0.063
O (15.422, -6.019, 2.249)  -0.054
H (14.481, -5.727, 4.006)  0.102
H (13.502, -5.552, 2.798)  0.105
H (13.190, -8.100, 3.718)  0.111
H (14.882, -8.206, 3.400)  0.104
H (13.827, -9.009, 1.555)  0.085
H (15.649, -6.771, 1.697)  0.093
C (9.097, -7.455, 10.055)  -0.235
C (9.668, -8.865, 9.700)  -0.205
O (9.393, -9.124, 8.330)  -0.070
O (7.720, -7.496, 10.417)  -0.084
H (9.136, -6.703, 9.266)  0.096
H (9.672, -7.204, 10.946)  0.107
H (9.088, -9.595, 10.266)  0.120
H (10.720, -8.981, 9.960)  0.110
H (8.486, -9.404, 8.185)  0.079
H (7.217, -8.088, 9.852)  0.081
C (16.311, -8.444, 6.392)  -0.214
C (17.602, -9.212, 6.853)  -0.234
O (18.369, -9.628, 5.734)  -0.074
O (15.613, -8.005, 7.563)  -0.083
H (15.649, -9.192, 5.955)  0.111
H (16.570, -7.739, 5.603)  0.123
H (17.374, -10.040, 7.524)  0.116
H (18.245, -8.545, 7.427)  0.111
H (19.026, -10.275, 6.000)  0.084
H (15.003, -7.432, 7.093)  0.017
C (13.601, -5.424, 7.963)  -0.270
C (12.708, -6.203, 8.861)  -0.168
O (12.481, -5.641, 10.215)  -0.078
O (13.837, -6.142, 6.786)  -0.067
H (14.611, -5.278, 8.345)  0.126
H (13.280, -4.387, 7.859)  0.123
H (13.182, -7.176, 8.989)  0.107
H (11.758, -6.304, 8.338)  0.124
H (11.737, -5.052, 10.068)  0.021
H (13.029, -5.913, 6.321)  0.054
C (16.264, -1.631, 11.318)  -0.261
C (14.915, -2.297, 10.933)  -0.286
O (14.024, -1.421, 10.455)  -0.040
O (16.139, -0.835, 12.407)  -0.027
H (16.592, -1.133, 10.405)  0.127
H (16.976, -2.414, 11.579)  0.127
H (14.490, -2.802, 11.801)  0.100
H (15.040, -3.013, 10.122)  0.120
H (13.459, -1.079, 11.151)  0.045
H (15.734, 0.002, 12.169)  0.067
C (8.497, -3.617, 10.306)  -0.173
C (7.310, -4.093, 9.419)  -0.183
O (7.423, -3.412, 8.174)  -0.063
O (9.709, -4.335, 9.898)  -0.096
H (8.329, -3.857, 11.356)  0.104
H (8.615, -2.534, 10.328)  0.112
H (6.379, -3.786, 9.896)  0.127
H (7.312, -5.182, 9.374)  0.108
H (6.528, -3.332, 7.837)  0.111
H (9.896, -4.087, 8.989)  0.039
C (9.745, -3.769, 5.788)  -0.198
C (11.083, -4.198, 5.190)  -0.231
O (11.329, -5.523, 5.458)  -0.068
O (9.971, -3.573, 7.168)  -0.096
H (8.889, -4.420, 5.606)  0.132
H (9.610, -2.750, 5.427)  0.127
H (11.912, -3.505, 5.331)  0.130
H (10.969, -4.304, 4.111)  0.125
H (10.504, -6.013, 5.486)  0.109
H (9.144, -3.449, 7.640)  0.024

E_HOMO (spin up / spin down), eV: -9.8 / -9.8
Total charge: +1
LUMO level (spin up / spin down), eV: -2.24 / -7.76
⟨S²⟩: 0.755
Frontier orbital gap (spin up / spin down), Eh: 0.27748 / 0.07462
Strongest force on any atom, eV/Å: 4.00
2S+1: 2

---

No. 2
The following is a DFT calculation (wB97M-V/def2-TZVPD) of a molecular structure, C44H33N7O5OsP at a distorted geometry.

Last column: Löwdin charge in e.
Atoms and positions in Å:
Os (-1.463, -0.631, -0.893)  1.457
C (8.323, -0.134, 8.760)  0.010
O (8.359, -0.286, 7.319)  -0.003
C (7.273, -0.320, 6.610)  -0.240
C (7.460, -0.472, 5.206)  0.050
C (6.384, -0.517, 4.381)  0.014
C (5.066, -0.414, 4.906)  -0.129
C (4.891, -0.263, 6.307)  0.006
C (5.959, -0.215, 7.150)  0.030
C (3.970, -0.464, 3.998)  -0.208
N (4.099, -0.591, 2.676)  0.213
C (2.853, -0.591, 2.185)  -0.134
C (1.907, -0.465, 3.212)  -0.085
N (2.635, -0.385, 4.353)  0.212
C (0.505, -0.429, 2.961)  -0.043
C (-0.507, -0.262, 3.923)  0.057
C (-1.817, -0.213, 3.520)  0.014
C (-2.118, -0.335, 2.160)  -0.067
N (-1.179, -0.507, 1.239)  -0.029
C (0.119, -0.550, 1.614)  -0.125
C (1.076, -0.685, 0.546)  -0.122
N (0.586, -0.758, -0.732)  -0.046
C (1.472, -0.791, -1.738)  -0.035
C (2.846, -0.811, -1.539)  0.028
C (3.347, -0.766, -0.258)  0.090
C (2.447, -0.689, 0.810)  -0.047
H (9.361, -0.141, 9.068)  0.108
H (7.791, -0.973, 9.204)  0.107
H (7.859, 0.817, 9.017)  0.107
H (8.473, -0.548, 4.835)  0.139
H (6.511, -0.630, 3.314)  0.122
H (3.901, -0.180, 6.736)  0.116
H (5.811, -0.099, 8.213)  0.121
H (2.279, -0.287, 5.289)  0.167
H (-0.262, -0.164, 4.973)  0.136
H (-2.620, -0.078, 4.230)  0.133
H (-3.139, -0.289, 1.803)  0.131
H (1.064, -0.804, -2.735)  0.083
H (3.497, -0.855, -2.400)  0.135
H (4.411, -0.773, -0.062)  0.146
N (-2.007, -2.546, -3.237)  -0.064
P (-1.801, -0.845, -3.200)  0.945
C (-3.261, -0.188, -4.030)  -0.324
C (-3.245, -0.118, -5.430)  -0.071
C (-4.375, 0.280, -6.121)  -0.038
C (-5.531, 0.618, -5.427)  -0.032
C (-5.558, 0.542, -4.043)  -0.047
C (-4.432, 0.134, -3.343)  -0.081
C (-0.472, -0.526, -4.369)  -0.417
C (-0.164, 0.809, -4.640)  -0.087
C (0.876, 1.116, -5.502)  -0.037
C (1.605, 0.096, -6.103)  -0.036
C (1.299, -1.232, -5.839)  -0.046
C (0.265, -1.548, -4.967)  -0.096
C (-2.277, -3.232, -2.089)  -0.328
C (-2.745, -4.552, -2.137)  0.026
C (-3.004, -5.219, -0.971)  0.010
C (-2.791, -4.575, 0.258)  -0.019
C (-2.332, -3.295, 0.246)  -0.093
N (-2.073, -2.597, -0.901)  -0.085
H (-2.278, -3.004, -4.097)  0.138
H (-2.347, -0.359, -5.986)  0.109
H (-4.355, 0.333, -7.201)  0.123
H (-6.411, 0.937, -5.969)  0.124
H (-6.460, 0.797, -3.504)  0.118
H (-4.481, 0.054, -2.269)  0.082
H (-0.742, 1.608, -4.189)  0.121
H (1.110, 2.150, -5.715)  0.123
H (2.406, 0.338, -6.788)  0.123
H (1.859, -2.024, -6.318)  0.121
H (0.042, -2.587, -4.758)  0.105
H (-2.901, -5.020, -3.099)  0.135
H (-3.372, -6.236, -0.999)  0.138
H (-2.983, -5.073, 1.196)  0.128
H (-2.147, -2.762, 1.164)  0.100
O (-3.195, 0.475, -0.521)  -0.151
C (-2.569, 1.593, -0.666)  -0.540
O (-1.327, 1.463, -0.914)  -0.095
C (-3.232, 2.887, -0.576)  -0.127
C (-4.599, 2.970, -0.301)  0.014
C (-5.212, 4.209, -0.236)  -0.014
C (-4.469, 5.365, -0.445)  0.052
C (-3.118, 5.251, -0.720)  -0.104
C (-2.476, 4.036, -0.792)  0.081
N (-2.319, 6.478, -0.947)  -0.346
O (-1.165, 6.322, -1.290)  0.095
O (-2.882, 7.536, -0.800)  0.125
H (-5.172, 2.066, -0.142)  0.127
H (-6.269, 4.282, -0.024)  0.126
H (-4.920, 6.346, -0.398)  0.138
H (-1.420, 3.992, -1.014)  0.135

E_HOMO (spin up / spin down), eV: -14.0 / -14.0
Total charge: +3
LUMO level (spin up / spin down), eV: -11.46 / -11.46
Frontier orbital gap (spin up / spin down), Eh: 0.09280 / 0.09261
Strongest force on any atom, eV/Å: 1.46
2S+1: 1

---

No. 3
The following is a DFT calculation (wB97M-V/def2-TZVPD) of 2 unconnected molecules or ions with the total composition C4H11FN3 at a distorted geometry.

Last column: natural (NBO) charge in e.
Atoms and positions in Å:
C (0.504, -1.100, 0.609)  0.282
C (-0.089, -1.868, -0.516)  -0.705
C (0.208, 1.402, 0.422)  -0.121
C (-0.053, 1.151, -0.872)  0.513
N (1.775, -1.220, 0.994)  -0.668
N (-1.399, 1.137, -1.415)  -0.876
N (-0.799, 1.869, 1.232)  -0.813
F (0.751, 0.651, -1.800)  -0.310
H (-0.190, -0.901, 1.418)  0.215
H (-0.786, -1.384, -1.169)  0.274
H (0.698, -2.167, -1.149)  0.230
H (-0.635, -2.748, -0.136)  0.282
H (1.151, 1.200, 0.875)  0.226
H (2.059, -1.002, 1.909)  0.427
H (-1.371, 0.820, -2.416)  0.408
H (-1.843, 2.079, -1.456)  0.403
H (2.301, -1.720, 0.395)  0.407
H (-0.545, 1.960, 2.207)  0.411
H (-1.735, 1.841, 0.868)  0.413

E_HOMO, eV: -11.8
Total charge: +1
LUMO level, eV: -4.44
Frontier orbital gap, Eh: 0.27202
Strongest force on any atom, eV/Å: 4.54
2S+1: 1

---

No. 4
The following is a DFT calculation (wB97M-V/def2-TZVPD) of a gas-phase ion, C3H5N4O (charge +1) at a distorted geometry.

Last column: natural (NBO) charge in e.
Atoms and positions in Å:
N (-0.203, 1.540, -0.909)  -0.713
C (0.053, 0.252, -0.814)  0.549
N (0.242, -0.618, -1.799)  -0.678
C (0.125, -0.391, 0.530)  -0.030
C (-0.149, 0.168, 1.798)  -0.083
N (-0.314, -0.835, 2.595)  -0.026
O (-0.074, -1.919, 1.900)  -0.038
N (0.204, -1.690, 0.688)  -0.017
H (-0.286, 2.261, -0.099)  0.467
H (-0.037, 1.973, -1.801)  0.429
H (0.416, -1.529, -1.621)  0.437
H (0.251, -0.319, -2.808)  0.434
H (-0.227, 1.106, 2.339)  0.269

E_HOMO, eV: -15.9
Total charge: +1
LUMO level, eV: -4.88
Frontier orbital gap, Eh: 0.40608
Strongest force on any atom, eV/Å: 6.17
2S+1: 1
SMILES string: NC(=[NH2+])c1cnon1

---

No. 5
The following is a DFT calculation (wB97M-V/def2-TZVPD) of 3 unconnected molecules or ions with the total composition C32H38N2O8 at a distorted geometry.

Last column: Löwdin charge in e.
Atoms and positions in Å:
C (-10.651, 1.417, 4.645)  -0.120
C (-9.192, 1.471, 5.066)  -0.284
C (-8.302, 0.442, 4.379)  -0.228
C (-6.880, 0.474, 4.960)  -0.226
C (-5.792, 0.135, 3.961)  -0.222
C (-5.728, -1.362, 3.583)  -0.195
C (-4.287, -1.815, 3.299)  -0.204
C (-4.155, -2.812, 2.123)  -0.208
C (-3.252, -2.307, 1.005)  -0.210
C (-1.782, -2.184, 1.445)  -0.195
C (-0.893, -3.349, 0.946)  -0.192
C (0.573, -2.940, 0.737)  -0.146
C (1.066, -2.870, -0.686)  -0.140
C (0.256, -2.946, -1.789)  -0.020
C (0.779, -2.871, -3.100)  -0.058
C (2.119, -2.702, -3.289)  -0.018
C (2.996, -2.598, -2.189)  -0.203
N (4.326, -2.411, -2.431)  0.137
C (5.060, -2.340, -1.352)  -0.116
C (4.548, -2.418, -0.050)  -0.107
N (3.278, -2.573, 0.200)  0.147
C (2.466, -2.679, -0.890)  -0.164
H (-11.208, 2.153, 5.223)  0.066
H (-10.790, 1.693, 3.605)  0.069
H (-11.117, 0.457, 4.846)  0.069
H (-9.116, 1.311, 6.139)  0.109
H (-8.820, 2.468, 4.840)  0.106
H (-8.284, 0.569, 3.299)  0.113
H (-8.751, -0.534, 4.567)  0.110
H (-6.823, -0.161, 5.840)  0.112
H (-6.715, 1.495, 5.306)  0.104
H (-4.837, 0.372, 4.429)  0.102
H (-5.849, 0.761, 3.073)  0.113
H (-6.342, -1.535, 2.704)  0.102
H (-6.122, -1.905, 4.434)  0.107
H (-3.636, -0.959, 3.143)  0.099
H (-3.924, -2.315, 4.193)  0.107
H (-5.146, -2.996, 1.716)  0.098
H (-3.748, -3.753, 2.490)  0.108
H (-3.311, -3.014, 0.183)  0.099
H (-3.589, -1.324, 0.683)  0.109
H (-1.727, -2.196, 2.529)  0.104
H (-1.343, -1.258, 1.084)  0.107
H (-0.895, -4.098, 1.734)  0.106
H (-1.338, -3.833, 0.086)  0.085
H (0.749, -1.986, 1.226)  0.116
H (1.207, -3.640, 1.271)  0.108
H (-0.808, -3.073, -1.687)  0.101
H (0.115, -2.947, -3.943)  0.103
H (2.530, -2.649, -4.285)  0.106
H (6.126, -2.204, -1.473)  0.104
H (5.227, -2.335, 0.787)  0.106
O (7.330, 3.408, -5.745)  0.099
C (6.752, 2.343, -5.630)  -0.322
C (7.016, 1.388, -4.572)  0.056
C (6.329, 0.241, -4.528)  -0.243
O (6.482, -0.678, -3.582)  0.091
C (5.290, -0.100, -5.556)  -0.313
O (4.744, -1.177, -5.428)  0.104
C (5.004, 0.863, -6.605)  0.078
C (5.688, 2.014, -6.643)  -0.236
O (5.490, 2.949, -7.566)  0.115
H (7.763, 1.647, -3.835)  0.138
H (5.827, -1.385, -3.779)  0.083
H (4.241, 0.614, -7.329)  0.135
H (6.117, 3.668, -7.359)  0.119
O (6.500, 6.392, -0.595)  0.111
C (5.755, 5.437, -0.712)  -0.313
C (5.722, 4.570, -1.877)  0.081
C (4.853, 3.551, -1.916)  -0.229
O (4.765, 2.714, -2.944)  0.108
C (3.899, 3.270, -0.788)  -0.313
O (3.135, 2.332, -0.918)  0.111
C (3.946, 4.125, 0.384)  0.075
C (4.816, 5.144, 0.427)  -0.237
O (4.919, 5.968, 1.461)  0.116
H (6.410, 4.779, -2.685)  0.136
H (4.058, 2.079, -2.715)  0.124
H (3.266, 3.907, 1.196)  0.136
H (5.617, 6.610, 1.227)  0.120

E_HOMO, eV: -8.9
LUMO level, eV: -1.50
Frontier orbital gap, Eh: 0.27150
Strongest force on any atom, eV/Å: 1.11
2S+1: 1
SMILES string: CCCCCCCCCCCCc1cccc2nccnc12.O=C1C=C(O)C(=O)C=C1O.O=C1C=C(O)C(=O)C=C1O

---

| no. | DFT total energy (a.u.) |
| --- | --- |
| 1 | -2573.4201 |
| 2 | -2887.1888 |
| 3 | -422.8387 |
| 4 | -411.2435 |
| 5 | -1953.5891 |